Density functional theory data (ωB97M-V/def2-TZVPD) for an isolated molecule of C5H12N2O.

Geometry as XYZ:
```
20
Properties=species:S:1:pos:R:3:forces:R:3
C -0.50671 -0.80764 0.67641 0.21 -0.03 0.15
C -2.69314 -0.66636 -0.17332 -0.05 0.14 -0.05
C 0.88006 1.85987 0.84052 -0.03 -0.19 0.09
N 0.20259 -0.13464 -0.41099 -0.34 -0.30 -0.25
C 1.28023 0.67882 0.00209 -0.01 0.14 -0.02
N 0.52284 -1.01209 -1.47211 0.09 -0.25 0.02
C 2.53396 0.45846 -0.37471 0.08 0.11 0.01
O -1.62376 -1.49925 0.21782 -0.03 -0.12 -0.02
H 0.86948 -1.90921 -1.11341 -0.13 0.21 -0.06
H -0.32805 -1.19896 -1.99672 0.17 0.01 0.25
H 0.13167 -1.57794 1.14763 -0.05 0.19 -0.10
H -0.79175 -0.05847 1.42526 0.09 -0.03 -0.03
H -3.04791 -0.06769 0.67578 -0.01 -0.03 -0.07
H -2.39886 0.01171 -0.98243 -0.05 -0.05 0.05
H -3.48877 -1.32728 -0.51370 -0.01 0.10 0.01
H 1.66448 2.60927 0.82006 0.06 0.06 0.03
H 0.71757 1.57189 1.87971 -0.05 0.07 0.07
H -0.04208 2.29428 0.45506 -0.02 0.04 0.02
H 2.80189 -0.37504 -0.99308 0.03 -0.19 -0.18
H 3.31631 1.15020 -0.10979 0.04 0.13 0.08
```
Forces are in eV/Å.

## Properties
Energy   -10405.338 eV
SMILES   C=C(C)N(N)COC
Charge   0
HOMO-LUMO gap   9.4 eV
E_LUMO   1.0 eV
Energy above the lowest of the compared OMol25 structures with the same formula, charge and spin   3.085 eV
Multiplicity   1

From a natural (NBO) analysis of the wavefunction, the atomic charges in e read: 0.089 -0.259 -0.650 -0.322 0.176 -0.653 -0.471 -0.536 0.329 0.362 0.159 0.167 0.168 0.177 0.196 0.226 0.212 0.220 0.212 0.199


Density functional theory data (ωB97M-V/def2-TZVPD) for a structure of composition C24H16Cl3CuO4PS.

Geometry as XYZ:
```
50
Properties=species:S:1:pos:R:3:forces:R:3
Cu -0.47076 1.66869 -0.37665 0.22 -0.45 0.22
Cl 4.93802 6.20798 0.27098 -0.02 -0.01 -0.01
C 3.40682 5.39849 0.11437 0.03 0.02 0.01
C 3.36859 4.02233 0.02175 -0.01 -0.01 0.00
C 2.12866 3.42611 -0.09763 -0.05 -0.03 -0.01
Cl 2.02639 1.67561 -0.22610 -0.04 0.05 -0.08
C 0.90255 4.10388 -0.13422 0.00 -0.12 0.00
O -0.25178 3.51078 -0.23478 -0.13 0.23 -0.02
C 1.01584 5.50676 -0.03638 0.01 0.04 0.00
Cl -0.43560 6.44133 -0.06733 0.00 0.00 0.00
C 2.23562 6.14167 0.08510 -0.02 0.02 0.00
H 4.27403 3.43311 0.04166 -0.01 0.00 0.00
H 2.27186 7.21937 0.15766 -0.01 -0.01 0.00
O -1.88064 1.21539 -2.10770 -0.05 0.02 -0.01
S -2.98381 1.03183 -1.14855 0.08 0.04 -0.05
O -4.27386 1.51692 -1.52132 -0.01 0.03 -0.01
O -2.48278 1.49412 0.18042 0.06 0.10 -0.05
C -3.11568 -0.73293 -0.96179 -0.01 0.00 0.03
C -4.31117 -1.36258 -1.26204 -0.01 -0.01 -0.02
C -4.41021 -2.74117 -1.13883 0.00 0.01 0.00
C -3.31686 -3.48279 -0.71769 0.01 0.00 0.00
C -2.12277 -2.84583 -0.41426 0.00 -0.04 0.01
C -2.01072 -1.46473 -0.52997 0.01 -0.02 -0.01
P -0.44387 -0.65448 -0.07937 -0.06 0.11 -0.01
C -0.18838 -1.06220 1.66693 -0.02 0.00 0.01
C -0.53838 -0.09048 2.60263 0.03 0.01 0.01
C -0.41650 -0.35396 3.95948 -0.01 0.00 -0.01
C 0.05305 -1.58632 4.38648 -0.01 0.00 0.00
C 0.39609 -2.56166 3.45849 0.00 0.00 -0.01
C 0.27389 -2.30374 2.10300 0.01 0.02 -0.01
C 0.81694 -1.52386 -1.04317 0.04 0.03 -0.01
C 0.52020 -1.90443 -2.35134 -0.01 -0.03 -0.01
C 1.50590 -2.45607 -3.15477 -0.01 0.01 0.00
C 2.79365 -2.62130 -2.66472 0.00 0.00 0.00
C 3.09914 -2.22611 -1.37028 -0.01 0.00 0.01
C 2.11722 -1.67387 -0.56161 -0.02 0.00 -0.01
H -5.14833 -0.76186 -1.58984 0.01 0.00 0.00
H -5.34386 -3.23501 -1.37354 0.00 0.00 0.00
H -3.39031 -4.55810 -0.62286 0.00 0.00 0.00
H -1.27258 -3.43311 -0.08826 -0.01 0.01 -0.01
H -0.92402 0.86843 2.27459 0.00 0.00 0.00
H -0.68930 0.40584 4.67955 0.00 0.00 0.00
H 0.15032 -1.79068 5.44479 0.00 0.00 0.00
H 0.75885 -3.52515 3.79186 0.00 0.00 0.00
H 0.54740 -3.06752 1.38618 0.03 0.00 -0.01
H -0.47973 -1.76435 -2.74409 0.00 0.00 0.01
H 1.26673 -2.75202 -4.16753 0.00 0.00 0.00
H 3.56150 -3.05135 -3.29439 0.00 0.00 0.00
H 4.10458 -2.34354 -0.98794 0.00 0.00 0.00
H 2.36809 -1.35749 0.44305 -0.01 -0.01 0.04
```
Forces are in eV/Å.

## Properties
Energy   -135669.347 eV
Charge   0
HOMO-LUMO gap (alpha / beta)   8.0 / 6.2 eV
E_LUMO (alpha / beta)   -0.1 / -1.8 eV
Energy above the lowest of the compared OMol25 structures with the same formula, charge and spin   0.275 eV
Multiplicity   2
⟨S²⟩   0.75

From a natural (NBO) analysis of the wavefunction, the atomic charges in e read: 1.337 -0.002 -0.052 -0.247 -0.129 0.000 0.373 -0.843 -0.112 0.034 -0.230 0.240 0.243 -1.031 2.405 -0.929 -1.035 -0.306 -0.177 -0.183 -0.220 -0.122 -0.372 0.889 -0.407 -0.112 -0.223 -0.182 -0.209 -0.188 -0.389 -0.131 -0.219 -0.192 -0.195 -0.212 0.254 0.223 0.221 0.208 0.222 0.225 0.221 0.221 0.219 0.224 0.223 0.221 0.220 0.227


Density functional theory data (ωB97M-V/def2-TZVPD) for a structure of composition C5H5NO.

Geometry as XYZ:
```
12
Properties=species:S:1:pos:R:3:forces:R:3
O -0.86294 -0.50299 2.23388 0.30 0.02 -0.59
C -0.32655 -0.43283 1.17283 -0.33 0.07 0.52
C 0.81316 0.38299 0.48899 0.19 0.24 0.13
N 0.96192 -0.80371 -0.35390 -0.06 0.01 -0.20
C -0.39439 -1.11324 -0.18606 0.00 -0.22 -0.02
C -1.12557 0.88337 -0.92184 0.31 0.03 0.24
C -0.05814 1.36865 -0.29623 -0.21 -0.03 -0.09
H 1.69339 0.76282 1.00702 -0.16 -0.05 -0.07
H 1.31326 -0.67338 -1.30058 -0.01 -0.05 0.10
H -0.84308 -2.05973 -0.48416 0.00 0.16 -0.01
H -1.30885 -0.24821 -1.09880 0.00 -0.03 0.00
H 0.13778 2.43627 -0.26114 -0.02 -0.15 -0.01
```
Forces are in eV/Å.

## Properties
Energy   -8797.867 eV
Charge   0
HOMO-LUMO gap (alpha / beta)   8.7 / 8.7 eV
E_LUMO (alpha / beta)   -0.1 / -0.1 eV
Energy above the lowest of the compared OMol25 structures with the same formula, charge and spin   5.552 eV
Multiplicity   1

From a natural (NBO) analysis of the wavefunction, the atomic charges in e read: -0.483 0.594 -0.191 -0.538 -0.146 -0.178 -0.377 0.228 0.389 0.237 0.216 0.248


Density functional theory data (ωB97M-V/def2-TZVPD) for an isolated molecule of C5H8N2.

Geometry as XYZ:
```
15
Properties=species:S:1:pos:R:3:forces:R:3
C 1.39564 0.94867 0.85185 0.13 0.03 0.09
N 0.14526 0.32721 0.46504 -0.08 0.05 -0.13
C -1.10531 0.81543 0.76510 -0.03 0.07 0.08
C -2.01778 0.19313 -0.04205 -0.08 -0.03 0.03
C -1.30554 -0.72631 -0.86337 0.09 0.01 -0.02
C 0.02278 -0.61909 -0.52289 -0.12 0.10 0.04
N 1.19461 -1.23571 -1.01089 0.00 -0.12 -0.06
H 1.97478 1.19804 -0.03912 -0.06 0.02 0.06
H 1.17661 1.86364 1.40765 0.02 -0.17 -0.08
H 2.01335 0.29741 1.47315 -0.11 -0.02 0.02
H -1.23751 1.54730 1.55243 0.04 -0.09 -0.21
H -3.08618 0.35513 -0.03083 0.12 -0.02 0.01
H -1.71814 -1.37772 -1.62348 0.09 0.04 0.18
H 1.47872 -2.01567 -0.42467 0.00 0.11 -0.13
H 1.06872 -1.57146 -1.95791 0.00 0.03 0.14
```
Forces are in eV/Å.

## Properties
Energy   -8294.625 eV
SMILES   Cn1cccc1N
Charge   0
HOMO-LUMO gap   8.7 eV
E_LUMO   1.0 eV
Energy above the lowest of the compared OMol25 structures with the same formula, charge and spin   0.371 eV
Multiplicity   1

From a natural (NBO) analysis of the wavefunction, the atomic charges in e read: -0.398 -0.346 -0.079 -0.294 -0.346 0.290 -0.843 0.217 0.209 0.198 0.207 0.220 0.217 0.370 0.378


Density functional theory data (ωB97M-V/def2-TZVPD) for a cluster of 9 separate species, C12H42N6O9 in total at a distorted geometry.

Geometry as XYZ:
```
69
Properties=species:S:1:pos:R:3:forces:R:3
C -0.14937 -1.03565 -2.18375 -1.72 -1.61 -0.14
C -0.49763 0.37766 -1.73966 0.75 -2.24 -0.05
O 0.16125 0.53420 -0.52463 0.95 0.57 0.38
H 0.89109 -1.23381 -2.38424 0.66 0.42 0.74
H -0.51706 -1.20413 -3.18576 -0.74 0.02 -0.43
H -0.56488 -1.90167 -1.54124 0.77 1.70 -0.79
H -1.50166 0.57600 -1.52155 -1.94 -0.35 -0.25
H -0.23398 1.02505 -2.54051 0.84 1.16 -0.45
H -0.21854 1.22755 0.00194 -0.02 0.58 0.61
C -2.16026 3.01155 -0.44360 0.23 -0.03 0.99
C -2.18028 4.37793 0.25831 1.08 0.08 -0.60
O -1.78389 4.24746 1.64023 0.13 -1.40 -1.63
H -1.11968 2.66790 -0.52152 -0.40 0.06 0.18
H -2.51490 3.12613 -1.45441 -0.25 0.09 -0.38
H -2.81361 2.25126 0.07787 0.78 0.83 -0.53
H -3.16232 4.76645 0.17636 -1.26 0.39 0.24
H -1.54985 5.14792 -0.28179 -0.21 -1.02 0.58
H -2.00362 5.03022 2.09115 -0.34 1.61 0.86
C 4.51696 1.74650 -2.59343 0.52 0.54 -1.73
C 3.51485 0.81418 -1.93357 0.42 0.18 -0.61
O 4.10972 -0.46948 -1.65910 -0.17 1.33 0.12
H 3.97223 2.50469 -3.21605 0.27 -0.78 0.33
H 5.23895 1.21927 -3.27535 -1.02 0.12 0.45
H 5.17907 2.37436 -2.02103 0.07 -0.09 1.10
H 2.73441 0.68600 -2.68077 -0.32 -0.23 -0.02
H 3.02003 1.30443 -1.07481 0.38 -0.45 0.01
H 3.45950 -0.91709 -1.11972 -0.03 -0.39 0.03
C 1.73103 2.51769 2.65576 -7.64 -2.05 -2.78
O 0.66048 2.32345 1.82903 5.04 0.91 3.67
N 2.90508 2.82861 2.29016 5.02 2.53 -3.76
N 1.69401 2.34940 3.94921 -7.55 -1.67 1.83
H 2.89971 3.16759 1.33440 0.51 -0.09 0.02
H 3.53065 3.35613 2.91174 -0.58 -0.57 -0.44
H 0.72890 1.90534 4.23150 2.80 1.26 -0.25
H 2.45678 2.19210 4.49777 2.26 -0.51 1.52
C -3.65244 1.33103 2.92612 -0.92 -6.66 2.10
O -4.25762 0.09679 3.30030 3.65 6.71 -2.34
N -2.36047 1.63153 2.65014 0.40 -0.93 -0.19
N -4.31862 2.44497 2.88854 -4.87 2.69 0.15
H -1.72981 0.88480 2.46642 0.44 -0.41 0.01
H -2.22219 2.50060 2.12136 0.39 -0.67 0.59
H -5.35166 2.30841 2.92462 1.40 0.53 0.21
H -3.93581 3.40895 2.90493 -0.28 -1.54 -0.15
C 2.29660 -1.90406 0.44137 -5.13 -1.97 -1.93
O 1.31126 -2.74092 -0.11312 5.04 4.46 3.20
N 3.50946 -2.22243 0.69130 5.66 -7.06 0.09
N 2.15835 -0.62643 0.71797 -4.01 1.52 -0.83
H 3.70290 -3.28181 0.44739 -0.06 3.01 0.93
H 4.28025 -1.67866 1.16036 -1.76 -0.83 -1.00
H 1.22971 -0.33221 0.26380 1.52 1.00 1.17
H 2.90717 -0.03864 1.09402 -0.87 -0.42 -0.51
C -1.67145 -4.84332 -0.01373 3.16 2.19 0.05
O -2.86839 -4.77770 0.67966 -1.63 -0.72 0.39
H -1.75604 -4.56892 -1.09623 -0.23 -0.53 0.90
H -1.04148 -5.77001 0.10209 -1.02 0.61 -0.06
H -1.07111 -3.97689 0.47236 -0.05 -1.45 -1.32
H -2.70300 -4.26084 1.46738 0.00 -0.24 0.25
C -3.23484 -1.95070 -0.59271 -0.19 3.25 0.23
O -4.34486 -2.30355 0.21479 0.38 -0.14 -0.46
H -3.08457 -2.47994 -1.54369 -0.17 -0.22 0.45
H -2.31624 -1.83191 -0.00771 0.18 -0.85 -0.04
H -3.36305 -0.81558 -0.84020 -0.27 -1.87 -0.03
H -4.09724 -3.09215 0.71439 -0.18 0.01 -0.40
C 1.33645 -3.98346 -3.11097 -0.05 0.23 0.28
O 0.96963 -4.59793 -1.91225 -0.35 -3.36 -2.47
H 1.96336 -4.67877 -3.67635 -0.14 0.20 -0.13
H 1.89871 -3.08790 -2.85546 0.34 0.20 -0.39
H 0.45143 -3.67752 -3.68809 0.19 -0.14 -0.16
H 0.93244 -3.98002 -1.24772 0.13 2.47 2.61
```
Forces are in eV/Å.

## Properties
Energy   -40488.461 eV
SMILES   NC(N)=O.NC(N)=O.NC(N)=O.CCO.CCO.CCO.CO.CO.CO
Charge   0
HOMO-LUMO gap   8.6 eV
E_LUMO   -0.2 eV
Energy above the lowest of the compared OMol25 structures with the same formula, charge and spin   8.369 eV
Multiplicity   1

From a natural (NBO) analysis of the wavefunction, the atomic charges in e read: -0.644 -0.064 -0.738 0.218 0.207 0.240 0.171 0.157 0.505 -0.641 -0.064 -0.730 0.200 0.226 0.230 0.164 0.166 0.474 -0.638 -0.074 -0.726 0.208 0.224 0.202 0.162 0.162 0.476 0.760 -0.763 -0.808 -0.810 0.409 0.398 0.427 0.390 0.752 -0.732 -0.849 -0.835 0.403 0.419 0.416 0.401 0.752 -0.803 -0.824 -0.866 0.422 0.418 0.466 0.398 -0.257 -0.735 0.184 0.177 0.170 0.468 -0.257 -0.721 0.170 0.167 0.158 0.475 -0.239 -0.749 0.171 0.159 0.150 0.497


Density functional theory data (ωB97M-V/def2-TZVPD) for an isolated molecule of C5H6N2 at a distorted geometry.

Geometry as XYZ:
```
13
Properties=species:S:1:pos:R:3:forces:R:3
N -2.78828 -0.46888 0.47642 1.30 -0.14 -0.66
C -1.79841 -0.55376 -0.12286 -1.14 0.22 0.47
C -0.61200 -0.64813 -0.95673 -0.13 -0.03 -0.23
C 0.43699 0.39017 -0.94454 0.13 0.20 -0.13
C 0.50548 1.05638 0.41274 0.11 0.21 0.10
C 0.70951 -0.36447 0.98813 -0.06 -0.51 0.09
N 0.71731 -0.96427 -0.39659 0.22 -0.19 0.10
H -0.82111 -1.09888 -1.92067 0.15 -0.21 0.16
H 0.94327 0.70862 -1.85692 -0.39 0.08 0.20
H 1.42645 1.62833 0.48961 -0.03 0.09 0.19
H -0.33658 1.67258 0.73198 0.01 -0.13 -0.06
H 1.65704 -0.45736 1.52478 0.00 -0.22 -0.45
H -0.03968 -0.90034 1.57464 -0.17 0.63 0.24
```
Forces are in eV/Å.

## Properties
Energy   -8259.902 eV
SMILES   N#C[C@H]1[C@H]2CCN21
Charge   0
HOMO-LUMO gap   10.8 eV
E_LUMO   0.9 eV
Energy above the lowest of the compared OMol25 structures with the same formula, charge and spin   2.456 eV
Multiplicity   1

From a natural (NBO) analysis of the wavefunction, the atomic charges in e read: -0.306 0.262 -0.225 -0.057 -0.439 -0.240 -0.337 0.256 0.218 0.221 0.226 0.212 0.208


Density functional theory data (ωB97M-V/def2-TZVPD) for a cluster of 2 separate species, C5H6ClO2S2 in total at a distorted geometry.

Geometry as XYZ:
```
16
Properties=species:S:1:pos:R:3:forces:R:3
C -3.27725 -0.25346 -0.50064 1.48 0.63 0.69
C 1.77581 -0.18834 -0.40093 0.15 0.07 0.15
C 1.11673 -1.10086 0.62144 -0.65 0.00 -0.25
C 1.22450 1.22662 -0.32705 -0.71 -0.18 -0.15
C -1.37387 0.20680 0.23392 0.07 -0.75 -0.70
O -3.31541 -1.43273 -0.47603 -0.37 -1.41 -0.09
O -3.81164 0.77172 -0.73493 -0.76 1.13 -0.36
S -0.64694 -1.42776 0.22451 0.33 0.01 0.25
S -0.53137 1.30893 -0.87389 0.08 0.23 0.02
Cl -1.39418 0.88184 1.91232 -0.12 0.16 0.32
H 2.85763 -0.16435 -0.21779 0.02 0.01 -0.03
H 1.60305 -0.58811 -1.40346 0.08 -0.01 0.00
H 1.58573 -2.08476 0.62975 0.05 -0.03 0.08
H 1.16071 -0.66775 1.62199 0.13 -0.02 0.06
H 1.27192 1.61606 0.69136 0.12 0.05 0.01
H 1.75459 1.89615 -1.00058 0.08 0.11 -0.01
```
Forces are in eV/Å.

## Properties
Energy   -43571.828 eV
Charge   -1
HOMO-LUMO gap   7.2 eV
E_LUMO   3.2 eV
Energy above the lowest of the compared OMol25 structures with the same formula, charge and spin   0.000 eV
Multiplicity   1

From a natural (NBO) analysis of the wavefunction, the atomic charges in e read: 0.979 -0.427 -0.547 -0.538 -0.677 -0.650 -0.649 0.230 0.212 -0.151 0.184 0.208 0.208 0.203 0.205 0.208


Question: Look up the charge of the fourth one.
Answer: 0


Question: charge of number 3 (C5H5NO)?
Answer: 0


Question: Among the records above, which one has the lowest energy above the lowest of the compared OMol25 structures with the same formula, charge and spin?
Answer: C5H6ClO2S2


Question: Which formula does entry 3 have?
Answer: C5H5NO